C4H18NO4 | the ωB97M-V functional and the def2-TZVPD basis

```
27
Properties=species:S:1:pos:R:3:forces:R:3
C 0.292563 1.088830 -2.046164 -0.61 1.58 0.36
C 0.487925 -0.361225 -1.626116 -1.78 1.22 0.04
C 0.247530 -0.543005 -0.109576 0.50 -1.73 -0.75
C 1.260361 0.242008 0.747330 -1.67 0.18 1.16
O 0.415942 -1.961276 -0.007766 0.56 -0.16 0.29
N 1.886848 -0.782497 -1.900248 0.80 -0.84 -0.77
H 1.246762 1.573397 -2.288274 -0.30 0.19 0.09
H -0.468899 1.381221 -2.791605 0.71 -1.19 -0.64
H -0.236692 1.659936 -1.249686 1.23 -0.42 0.00
H -0.183354 -0.942719 -2.276559 0.42 -0.48 0.75
H -0.782887 -0.303852 0.183719 0.24 0.36 -0.44
H 1.270789 1.299747 0.455360 0.56 -0.34 -0.09
H 0.801539 0.280764 1.750391 0.10 0.07 -0.20
H 2.197234 -0.252054 0.995809 0.31 0.03 -0.79
H -0.195347 -2.402217 0.608546 -0.07 0.45 0.04
H 2.107908 -1.782847 -1.856160 -0.85 -0.17 0.43
H 2.098096 -0.546648 -2.868687 0.36 0.48 0.07
H 2.556965 -0.373437 -1.245246 -0.11 0.53 -0.16
H -2.830183 1.491228 2.933809 0.19 -0.34 0.02
H -1.884462 0.256632 2.676556 -0.13 -0.38 0.49
O -2.145853 1.116476 2.365326 0.02 0.65 -0.61
H -0.945184 3.567065 0.304124 -0.45 -0.41 0.66
H -1.254881 2.029747 0.861987 -0.22 1.21 0.23
O -0.828528 2.616373 0.208224 0.32 -0.44 -0.32
H -1.221217 -2.881397 2.704544 -0.42 -0.07 -0.38
H -2.420446 -2.690962 1.697600 -0.36 -0.11 0.22
O -1.472530 -2.779290 1.772763 0.68 0.13 0.32
```
Forces are in eV/Å.

## Properties
HOMO-LUMO gap = 0.3993 Ha
Net charge = +1
E_tot = -14113.550 eV
HOMO level = -0.5028 Ha

***

C4H18O5 | the ωB97M-V functional and the def2-TZVPD basis

```
27
Properties=species:S:1:pos:R:3:forces:R:3
C 3.435518 -2.576068 1.530809 -0.01 -0.06 0.86
C 3.014318 -1.496308 2.538259 -0.51 -0.26 -1.95
O 2.383368 -0.465708 1.754999 -0.93 0.72 0.13
H 3.461168 -3.510318 2.091709 1.17 -0.15 -0.06
H 4.330278 -2.206848 1.029619 0.26 -0.78 0.07
H 2.717428 -2.855298 0.759789 -0.43 0.73 0.06
H 3.866448 -1.047848 3.048989 -0.16 -0.47 0.40
H 2.234198 -1.918908 3.171439 0.26 0.41 0.43
H 2.950358 0.284432 1.561549 0.35 -0.29 0.31
C -3.966012 0.918792 -0.884431 1.48 -1.45 0.98
C -4.767202 1.443552 -2.142951 -1.61 0.65 -0.69
O -5.226572 0.500852 -3.074861 0.43 1.83 2.30
H -3.766962 1.724852 -0.178211 -0.65 0.33 -0.30
H -2.969492 0.533892 -1.100981 -0.07 -0.09 -0.54
H -4.549372 0.106172 -0.451451 -0.28 0.21 0.01
H -4.078652 2.187702 -2.543251 0.76 -0.33 -0.71
H -5.581402 2.023622 -1.708571 -0.62 -0.75 -0.19
H -4.496382 0.270232 -3.653851 0.72 -0.50 -0.73
O 2.088478 -0.936928 -1.051581 0.15 -0.31 -0.69
H 2.088968 -1.098908 -0.108181 -0.03 0.09 0.41
H 1.864588 -0.010098 -1.135811 -0.08 0.21 0.01
O -0.461422 0.384022 0.534759 -1.12 -0.22 -0.02
H 0.114688 0.004842 1.198499 0.27 -0.18 0.21
H 0.090498 1.011632 0.068159 0.32 0.17 0.03
O 1.497778 1.937842 -0.400151 0.15 0.19 -0.28
H 1.465128 2.678322 -1.005821 0.00 0.25 -0.26
H 2.260268 2.112472 0.151519 0.19 0.05 0.22
```
Forces are in eV/Å.

## Properties
2S+1 = 2
HOMO-LUMO gap (spin up / spin down) = 0.3255 / 0.0819 Ha
Net charge = +1
E_tot = -14666.235 eV
HOMO level (spin up / spin down) = -0.4588 / -0.4582 Ha

***

C4H19N2O6S | the ωB97M-V functional and the def2-TZVPD basis

```
32
Properties=species:S:1:pos:R:3:forces:R:3
C -0.112361 -0.743913 0.783202 -0.18 0.26 -0.19
N -1.053630 0.270257 1.284072 0.40 -0.98 0.37
C -1.381625 1.409077 0.647787 0.14 -0.87 -1.08
N -1.036838 1.403908 -0.701877 -0.31 2.17 0.86
O -1.966253 2.330950 1.204308 -0.03 0.93 0.39
C 1.332170 -0.254731 0.714090 0.64 -0.69 0.51
C 2.249526 -0.909712 1.797755 -1.49 0.86 -0.41
S 2.277274 -2.706474 1.439629 0.85 0.05 0.48
H -0.214184 -1.589377 1.446523 0.29 -0.22 0.42
H -0.443043 -1.144075 -0.173470 0.25 0.52 0.94
H -1.103677 0.270613 2.288781 -0.36 0.41 -0.02
H -1.350717 0.608558 -1.256758 0.54 -0.24 0.34
H -1.348904 2.265335 -1.122437 0.02 0.31 0.07
H 1.786304 -0.615916 -0.204288 -0.08 0.42 -0.18
H 1.404809 0.837601 0.727803 -0.22 -0.01 0.02
H 3.128675 -0.256761 1.806778 0.68 -0.85 -0.18
H 1.812365 -0.713452 2.786606 -0.12 -0.24 0.03
H 3.562877 -2.289455 -0.434919 -1.23 0.22 0.47
H 4.184181 -2.161046 -1.759829 -0.33 0.36 -0.51
O 3.366750 -1.888229 -1.315452 1.68 -0.43 -0.16
H -2.058858 -1.333075 -1.408737 -0.69 0.10 0.03
H -0.618682 -1.357150 -1.792046 -0.06 0.53 -0.56
O -1.409501 -0.740215 -1.789470 -0.26 -2.48 -1.58
H -4.377183 1.168977 -1.556425 0.12 0.04 0.07
H -4.136873 0.878492 -0.074077 0.15 0.15 0.06
O -4.659605 0.603336 -0.832904 -0.17 -0.17 -0.06
H -0.458928 3.854964 0.709432 -0.29 -0.38 -0.34
H -0.331354 5.183255 1.308441 0.07 0.29 -0.27
O -0.215282 4.752524 0.451464 0.07 0.11 0.60
H 1.491068 -1.723234 -1.794220 1.22 0.00 0.39
H 0.923636 -3.091797 -1.316980 0.50 0.28 0.46
O 0.757863 -2.319237 -1.862781 -1.83 -0.44 -0.99
```
Forces are in eV/Å.

## Properties
HOMO-LUMO gap = 0.2394 Ha
Net charge = -1
E_tot = -30558.835 eV
HOMO level = -0.1270 Ha

***

C4H19NO6S | the ωB97M-V functional and the def2-TZVPD basis

```
31
Properties=species:S:1:pos:R:3:forces:R:3
O -2.951591 -0.695670 0.101854 0.32 -0.33 -0.22
C -2.330052 -1.606574 -0.403191 -0.34 0.10 0.41
C -0.841410 -1.855131 -0.240513 -0.07 0.04 0.20
C -0.189839 -1.357508 -1.543214 0.04 -0.10 0.05
C 1.209007 -1.922539 -1.762234 0.16 0.05 -0.02
S 1.087003 -3.613178 -2.437598 -0.03 0.01 0.12
N -0.214011 -1.242629 0.920499 0.01 0.30 -0.03
H -2.879782 -2.326639 -1.041635 0.18 0.06 -0.08
H -0.706137 -2.939138 -0.162801 -0.01 0.00 -0.13
H -0.845400 -1.607252 -2.396015 0.28 0.17 0.15
H -0.103966 -0.267137 -1.476612 -0.16 -0.06 -0.07
H 1.781722 -1.918797 -0.829506 -0.23 -0.05 -0.10
H 1.739959 -1.297948 -2.475810 0.01 0.01 -0.05
H 2.349178 -3.990424 -2.196888 -0.02 0.01 0.01
H -0.525520 -0.283669 1.036179 -0.08 0.05 -0.07
H -0.424431 -1.716035 1.790595 -0.12 -0.14 -0.16
H 1.939597 2.019862 2.159678 -0.13 -0.04 0.13
H 1.558510 0.570990 1.748143 0.37 0.19 -0.08
O 2.201688 1.277872 1.570469 -0.18 -0.48 0.00
H 0.063438 3.188635 0.086065 -0.28 0.27 0.03
H -1.216070 2.884486 0.913944 0.21 0.42 -0.15
O -0.588527 3.609045 0.696842 -0.01 -0.38 0.10
H 0.556981 3.311002 3.620961 0.25 0.09 -0.67
H 0.495664 3.560819 2.049250 -0.30 0.03 0.28
O 1.095282 3.354696 2.811523 -0.07 0.09 0.52
H 2.024579 3.011758 -0.997059 -0.26 -0.31 0.15
H 1.709291 1.938727 0.115427 0.06 0.22 -0.46
O 1.339518 2.396070 -0.693613 0.48 -0.09 -0.03
H -2.608454 0.820536 0.983466 0.39 0.46 0.31
H -3.047759 1.920319 1.966640 0.25 0.03 -0.05
O -2.265722 1.587607 1.505796 -0.70 -0.62 -0.10
```
Forces are in eV/Å.

## Properties
SMILES = N[C@@H](C=O)CCS.O.O.O.O.O
HOMO-LUMO gap = 0.3596 Ha
E_tot = -29067.408 eV
HOMO level = -0.3426 Ha

***

C4H19NO6S2 | the ωB97M-V functional and the def2-TZVPD basis

```
32
Properties=species:S:1:pos:R:3:forces:R:3
S 0.519668 0.572172 4.080560 1.64 -0.44 0.59
S -0.489112 -0.856117 2.989159 -0.85 1.65 -0.06
C -0.717960 -0.040754 1.385399 -3.09 -2.39 -1.22
C 0.404448 -0.260871 0.449594 2.02 1.07 -0.38
C 1.230996 1.080471 0.660769 1.74 -3.60 -2.11
N 0.118309 -0.328849 -0.996640 0.17 -3.31 -1.84
C 0.554052 -1.414619 -1.970087 0.79 1.06 4.43
O 1.332536 -2.319754 -1.706009 -0.66 1.67 0.09
H -0.098419 1.751763 4.237635 -1.10 -0.30 -0.33
H -0.856627 0.982283 1.271612 -0.61 2.08 1.54
H -1.754618 -0.323658 1.007315 1.55 -0.51 0.58
H 0.984895 -1.112118 0.844290 0.06 0.17 -0.95
H 0.924942 1.814513 -0.041767 -0.91 0.96 -0.14
H 1.262897 1.320240 1.687911 0.33 0.62 0.84
H 2.192725 0.761515 0.209303 0.07 0.68 0.90
H -0.646025 0.277223 -1.300905 0.56 -0.33 -0.22
H 0.169269 -1.367954 -2.939569 -1.12 0.85 -1.52
H 3.466077 3.213083 -0.437031 -0.20 -0.53 -0.64
H 4.126036 1.873666 -0.592527 0.11 -0.28 -0.08
O 3.465403 2.424651 -1.019637 0.22 0.87 0.48
H -3.981570 -1.583450 -0.054961 -5.09 -5.79 2.67
H -2.588587 -1.423729 -0.582113 1.10 -1.04 -0.23
O -3.409455 -1.032067 -0.368191 3.74 6.11 -2.85
H 1.933246 0.896329 -3.493665 -2.24 0.33 -1.74
H 1.609755 1.465175 -2.475997 -0.29 1.67 3.45
O 1.065021 1.377723 -3.229733 2.64 -1.82 -1.82
H -0.197913 -2.882505 0.023427 0.22 3.12 0.92
H 0.512551 -3.927460 -0.653421 1.33 -0.43 -0.91
O -0.280730 -3.762149 -0.189694 -1.88 -2.93 0.30
H -3.634183 1.667315 0.859223 -1.81 5.53 -4.59
H -3.762119 0.162992 0.981086 0.17 0.69 -0.35
O -3.455500 0.994943 1.364666 1.41 -5.44 5.21
```
Forces are in eV/Å.

## Properties
SMILES = C[C@@H](CSS)NC=O.O.O.O.O.O
HOMO-LUMO gap = 0.3284 Ha
E_tot = -39898.428 eV
HOMO level = -0.3204 Ha

***

C4H20BO8Y | the ωB97M-V functional and the def2-TZVPD basis

```
34
Properties=species:S:1:pos:R:3:forces:R:3
Y 0.286489 -0.257378 0.435444 -0.74 4.09 -1.55
B -0.744675 -3.039335 -2.270252 0.05 -0.62 -0.14
H -0.078926 -2.710714 -1.295491 0.02 0.22 0.28
H -0.042727 -3.813305 -2.917031 0.06 -0.07 -0.10
H -1.744882 -3.663844 -1.913074 -0.13 0.00 0.19
H -1.043311 -2.094885 -2.972072 -0.05 0.16 0.10
O -0.918234 1.198426 1.768036 0.95 -1.30 -0.88
C -1.869617 2.185816 1.597350 -0.07 -0.15 1.20
C -1.876297 3.000662 0.315652 -0.88 0.65 0.00
O -1.958775 2.293556 -0.804068 0.16 -0.24 -0.58
H -1.753383 2.922509 2.433675 -0.23 0.05 -0.05
H -2.893537 1.755642 1.704341 0.04 -0.01 -0.06
H -1.052723 3.770560 0.405390 0.26 -0.35 -0.30
H -2.808932 3.652432 0.455928 0.13 0.14 0.28
O 2.302234 0.919974 0.755279 -1.09 -1.09 -0.34
C 2.723021 1.535886 -0.428237 0.92 0.46 0.59
C 1.892664 1.297977 -1.712518 -1.31 0.26 -1.15
O 1.052485 0.186287 -1.764960 0.41 -0.60 2.18
H 3.788043 1.298965 -0.680431 -0.16 -0.45 0.22
H 2.796531 2.625781 -0.218349 -0.27 0.02 -0.38
H 2.568011 1.299806 -2.601513 0.34 -0.14 0.31
H 1.239985 2.164599 -1.942460 0.20 0.30 0.52
O 0.990098 -0.717845 3.002301 0.71 -0.48 -0.26
H 0.712608 -0.730714 3.918480 -0.23 0.30 -0.04
H 1.740946 -0.108759 2.941373 -0.11 0.33 -0.16
O -0.915348 -2.155828 1.207035 -0.16 -0.69 0.58
H -1.389267 -2.222617 2.037364 -0.13 0.19 0.01
H -1.028629 -2.985051 0.728576 -0.03 0.14 -0.47
O 1.772297 -1.999357 0.383670 0.78 -1.17 0.21
H 1.867207 -2.632398 -0.336059 -0.25 0.16 -0.31
H 2.434502 -2.197962 1.047779 0.10 0.18 0.04
O -1.776611 -0.297667 -0.812375 -0.07 -1.49 0.12
H -2.497656 0.344606 -0.845762 0.61 1.19 0.03
H -1.773591 -0.825823 -1.623019 0.18 0.02 -0.07
```
Forces are in eV/Å.

## Properties
HOMO-LUMO gap = 0.1487 Ha
Net charge = -2
E_tot = -22571.866 eV
HOMO level = 0.0090 Ha